80
Properties=species:S:1:pos:R:3 method="wB97M-V/def2-TZVPD" homo_energy_ev="-10.41 / -10.41" e_above_lowest_kcal_mol=50.0 total_charge=+1 multiplicity=2
V 0.08 -0.26 0.42
F -3.21 5.98 -2.76
C -2.22 5.24 -2.18
C -0.90 5.25 -2.72
F -0.66 6.08 -3.74
C 0.17 4.67 -1.96
F 1.43 5.13 -2.41
C -0.12 3.77 -0.93
P 0.90 2.38 -0.14
C 2.09 2.28 -1.54
C 1.59 2.23 -2.82
C 2.40 2.22 -3.98
C 3.75 2.12 -3.79
C 4.28 2.06 -2.49
C 3.47 2.15 -1.33
C 1.83 3.36 1.02
C 2.79 4.31 0.69
C 3.46 5.06 1.67
C 3.10 4.91 3.01
C 2.05 4.08 3.33
C 1.43 3.26 2.37
C -1.48 3.71 -0.51
Br -1.87 2.90 1.16
C -2.53 4.41 -1.12
F -3.81 4.16 -0.69
H 0.49 2.09 -2.92
H 1.96 2.42 -4.96
H 4.43 2.16 -4.63
H 5.33 1.95 -2.32
H 3.85 2.26 -0.34
H 3.00 4.44 -0.37
H 4.32 5.64 1.34
H 3.55 5.56 3.75
H 1.66 3.96 4.35
H 0.70 2.49 2.61
Br 2.31 -5.25 -3.21
C 1.68 -3.67 -2.35
C 0.55 -2.93 -2.79
C 0.31 -1.72 -2.17
C 1.03 -1.28 -1.09
C 2.29 -1.85 -0.89
C 2.60 -3.03 -1.52
H -0.08 -3.28 -3.63
H -0.59 -1.14 -2.49
H 3.00 -1.34 -0.27
H 3.51 -3.56 -1.29
Br 1.03 -2.47 7.84
C 1.84 -1.85 6.30
C 3.24 -1.96 6.11
N 3.87 -1.38 5.07
C 3.15 -0.89 4.07
C 1.73 -0.98 4.00
C 1.10 -1.46 5.21
C 1.13 -0.34 2.78
O 1.85 -0.13 1.72
O -0.09 -0.16 2.72
H 3.86 -2.34 6.92
H 3.69 -0.42 3.19
H 0.03 -1.57 5.20
C -4.29 -5.22 1.24
C -4.84 -4.88 -0.12
C -5.47 -5.89 -0.86
C -5.71 -5.76 -2.24
Cl -6.69 -6.96 -3.02
C -5.13 -4.72 -2.92
C -4.55 -3.63 -2.19
C -4.50 -3.70 -0.79
O -4.15 -2.66 0.03
C -3.68 -1.39 -0.37
C -2.22 -1.10 0.02
O -1.40 -1.86 0.56
O -1.86 0.07 -0.18
H -4.70 -6.23 1.50
H -4.59 -4.40 1.94
H -3.24 -5.25 1.23
H -5.83 -6.77 -0.38
H -5.14 -4.67 -4.04
H -4.26 -2.70 -2.71
H -4.25 -0.66 0.24
H -3.83 -1.06 -1.44